94
Properties=species:S:1:pos:R:3:forces:R:3:mulliken_charge:R:1 method="wB97M-V/def2-TZVPD" lumo_energy_ev=0.83 total_charge=-1 molar_mass_g_mol=1173.21 orbital_gap_ev=5.22 energy_ev=-215480.3413
Tl 0.13098 -0.03135 0.35631 1.2534 0.1331 -0.3662 3.7317
O 1.77798 0.40099 1.95295 -0.0343 -0.1638 -0.2031 0.4207
C 2.54914 1.36640 2.27634 0.2422 0.4899 0.2664 -0.3383
C 3.73423 1.07244 3.00336 -0.0296 -0.0459 -0.0128 -1.1045
C 4.62556 2.04324 3.37300 0.0191 0.0529 0.0109 -0.6352
C 4.38254 3.37777 3.05724 0.1339 0.2887 0.0842 -1.0403
C 3.22986 3.70940 2.38377 -0.0165 -0.0959 -0.0611 -1.0027
C 2.30234 2.74437 1.98016 0.4495 -0.4507 0.2377 1.2865
C 1.12016 3.13149 1.24996 -0.3309 0.1663 -0.0902 -0.1968
N 0.28608 2.35560 0.57230 0.5105 0.4162 0.3002 0.9312
C -0.68283 3.16445 0.05871 -0.3273 0.5548 -0.0947 -0.7654
C -0.45166 4.44980 0.42828 -0.3052 -0.1609 -0.1900 -1.1593
N 0.68680 4.41896 1.18542 0.3351 0.0057 0.1575 -0.0412
H 3.91606 0.03133 3.23437 -0.0050 -0.0913 -0.0098 0.4246
H 5.52833 1.77710 3.90415 0.0930 -0.0652 0.0567 0.4524
H 5.09695 4.14497 3.31748 0.0300 0.0529 0.0604 0.3728
H 3.06550 4.75198 2.14032 0.0066 0.0456 -0.0682 0.3127
H -1.47381 2.77716 -0.55011 -0.0691 -0.1059 -0.1328 0.4498
H -0.98816 5.35432 0.23220 -0.0677 0.1718 -0.0845 0.4381
H 1.14872 5.21581 1.58906 -0.0507 -0.1592 -0.0104 0.1716
N 3.68220 -5.61820 -7.83645 0.1009 -0.1605 -0.2834 -0.5853
C 3.28401 -4.99042 -6.96219 0.2267 -0.3532 -0.5676 -0.0672
C 2.80945 -4.24665 -5.86191 -0.3282 0.5202 0.8059 0.5824
C 2.66867 -2.85854 -5.94121 0.0499 -0.2537 -0.0557 -0.8952
C 2.23096 -2.15196 -4.83932 -0.0901 0.0346 0.0818 -0.2740
C 1.93147 -2.81123 -3.64819 0.1107 -0.2097 -0.2387 0.0724
C 2.06575 -4.19819 -3.58278 0.0526 0.1198 0.0479 -0.2078
C 2.49812 -4.91721 -4.67628 0.0607 0.0510 -0.1833 -0.9979
C 1.44037 -2.06424 -2.47332 0.0533 0.4403 0.3433 1.4675
C 0.17137 -2.43496 -2.01412 -0.1065 -0.2504 -0.2071 -0.4742
C -0.71652 -3.36963 -2.62250 0.1922 0.0952 -0.0784 -0.6420
C -1.85250 -3.38874 -1.85370 -0.0934 -0.1439 -0.0235 -1.8389
C -1.62951 -2.47937 -0.80508 0.1206 -0.0146 0.0356 -0.5837
N -0.43973 -1.91008 -0.89870 -0.0575 -0.4307 -0.2406 0.6737
C 2.26534 -1.05755 -1.96934 -0.1575 -0.5983 -0.3853 -0.2102
C 3.55536 -0.72070 -2.47630 0.1117 0.1088 0.1537 -0.9098
C 3.99587 0.35916 -1.76036 0.1473 -0.1983 -0.2140 -1.7880
C 2.98204 0.65237 -0.83230 -0.1601 -0.1339 0.1065 -0.3804
N 1.96797 -0.19205 -0.92901 0.2593 0.1535 0.3702 0.9054
H 2.89967 -2.34648 -6.86561 0.0049 -0.0134 -0.0015 0.4570
H 2.10513 -1.08023 -4.89157 -0.0458 0.0784 0.0173 0.5709
H 1.83011 -4.70686 -2.65941 -0.0382 -0.0208 0.0509 0.4944
H 2.59413 -5.99389 -4.62654 0.0479 0.0176 -0.0082 0.4375
H -0.53529 -3.91763 -3.52826 -0.0048 -0.0650 -0.1213 0.6625
H -2.74352 -3.96482 -2.01451 -0.1641 -0.1158 -0.0376 0.4580
H -2.30322 -2.22765 -0.00661 -0.1180 0.1138 0.1603 0.6366
H 4.07106 -1.23092 -3.26797 0.0646 -0.0462 -0.0908 0.7407
H 4.91413 0.90245 -1.87793 0.1060 0.0891 -0.0441 0.4463
H 2.98745 1.45722 -0.12469 -0.0790 0.1220 0.1413 0.3217
Se 2.02752 -3.11661 7.64706 -0.1155 0.1549 -0.3564 0.2211
N 0.95987 -1.80225 7.12902 -0.4510 0.5688 -0.4276 -0.9195
C 0.92521 -1.78354 5.80764 0.4288 -0.4530 1.3120 0.8687
C 0.16323 -0.85510 5.02532 -0.5026 0.5267 -0.7578 0.5470
C -0.56400 0.19267 5.60048 0.0506 -0.1173 -0.2251 -0.5847
C -1.28627 1.02781 4.77914 0.0830 -0.0869 0.0755 -1.1318
C -1.28133 0.77746 3.40593 -0.1161 0.0950 0.1002 -0.2367
N -0.59141 -0.19368 2.85198 -0.0223 -0.2835 0.4954 0.1205
C 0.14628 -0.99397 3.61972 -0.4307 0.5680 1.0492 -0.2177
C 0.95830 -1.99903 2.96195 0.8188 -0.9734 0.1521 -0.5877
N 0.94834 -2.05152 1.62675 -0.0419 -0.1655 0.5018 0.2634
C 1.70981 -2.93499 1.01944 0.1150 -0.2250 -0.1076 -0.0117
C 2.54581 -3.82667 1.69146 0.0371 0.0436 0.1855 -1.2330
C 2.58307 -3.78600 3.06568 -0.1924 0.1741 -0.0712 -0.7043
C 1.76230 -2.87050 3.73028 -0.1816 0.1222 -1.0216 0.9417
C 1.71937 -2.78544 5.16216 0.4731 -0.5056 1.2682 0.8491
N 2.37922 -3.58964 5.97809 0.0566 -0.0866 -0.8507 -0.9074
H -0.53499 0.31827 6.67295 -0.0191 0.0349 0.0575 0.5186
H -1.84722 1.85966 5.17852 -0.0448 0.0277 -0.0019 0.4468
H -1.85856 1.38790 2.72416 -0.0491 0.0887 -0.1170 0.3901
H 1.66577 -2.94125 -0.05860 -0.0197 0.0276 -0.0980 0.1248
H 3.15382 -4.52211 1.13299 0.0416 -0.0003 -0.0556 0.5139
H 3.22655 -4.42441 3.65222 0.0261 -0.1164 -0.0063 0.5377
C -6.59310 4.94754 -2.06258 0.1587 0.2048 -0.1091 -0.7414
C -7.92866 4.38159 -2.44868 0.1956 -0.2167 0.1449 0.6133
O -8.84642 5.03685 -2.86414 -0.0681 0.1206 -0.0644 -0.5702
S -8.18709 2.62571 -2.26327 0.0556 -0.3400 0.0548 -0.1329
C -6.65403 1.98473 -1.59396 -0.5550 0.1637 -0.2936 -0.3425
C -5.58140 1.71683 -2.43677 -0.0680 -0.0658 0.1221 -0.5735
C -4.39448 1.26594 -1.89843 -0.0423 0.0066 -0.0901 -0.1503
C -4.27763 1.05899 -0.52024 -0.2252 0.1299 -0.2423 -0.4390
C -5.37687 1.28612 0.30754 0.0822 -0.0375 0.0150 -0.6717
C -6.56169 1.74622 -0.23081 -0.0634 0.0288 -0.0492 -0.2885
C -3.01988 0.64937 -0.02085 0.4980 -0.2750 0.5985 0.6938
C -1.90342 0.34258 0.33383 -1.7312 0.3331 -0.1710 -2.0613
H -6.29298 5.66131 -2.82839 -0.0337 0.0575 0.0081 0.2963
H -5.82217 4.19228 -1.94600 -0.0320 0.1090 0.0290 0.2259
H -6.70975 5.48898 -1.12398 -0.0144 0.0096 0.0498 0.2433
H -5.67637 1.87238 -3.50135 -0.0117 0.0471 -0.0733 0.4399
H -3.53751 1.08352 -2.53074 0.1017 -0.0098 -0.0196 0.4160
H -5.29038 1.11120 1.37056 0.0324 -0.0243 0.0386 0.4869
H -7.42091 1.92535 0.39780 -0.0563 0.0643 0.0744 0.4533
Se -0.43690 0.99404 -2.66922 -1.1293 -0.5135 -0.3078 -0.1643
C 0.98120 2.05470 -2.83122 0.0693 0.2163 -0.2063 0.4917
N 1.90465 2.73748 -2.94255 0.7898 0.5982 0.0075 -0.8145

10
Properties=species:S:1:pos:R:3:forces:R:3:nbo_charge:R:1 method="wB97M-V/def2-TZVPD" e_above_lowest_kj_mol=449.3 lumo_energy_ev="-1.29 / -1.29" molar_mass_g_mol=74.15 orbital_gap_ev="5.50 / 5.50" energy_ev=-12092.1940
C -0.48172 -2.08783 0.21243 -1.4538 2.1977 0.9759 0.3107
C 1.14532 1.71810 -0.23519 -1.2241 -0.4948 0.7355 -1.2044
O -0.35568 -1.07576 -0.52952 0.8176 -4.2988 1.3524 -0.5722
Si -0.44010 0.85661 -0.22234 3.9472 2.2482 0.4289 1.1045
H -1.20820 -1.96337 1.08100 0.7575 -0.0825 -0.8031 0.1329
H 1.58926 1.90157 0.73736 -0.2375 -0.2223 0.4770 0.2031
H 1.90500 2.11630 -0.92986 -1.0527 -0.6695 -0.4094 0.2300
H -1.04649 0.84064 -1.47094 -1.4545 0.2378 -1.4122 -0.2026
H -1.10638 0.80008 1.08388 -0.2723 -0.1401 -0.0473 -0.1788
H -0.00100 -3.10634 0.27318 0.1726 1.2243 -1.2976 0.1769

83
Properties=species:S:1:pos:R:3:forces:R:3:lowdin_spin:R:1 method="wB97M-V/def2-TZVPD" lumo_energy_ev="-8.43 / -7.50" total_charge=+2 molar_mass_g_mol=628.72 orbital_gap_ev="5.65 / 6.59" energy_ev=-103343.4467 multiplicity=2
V 0.00139 -0.13568 -0.05933 5.0223 0.8043 0.7881 1.2796
C -1.77228 0.54231 -1.08532 -0.4686 0.0690 0.2398 -0.0183
C -1.99166 -0.78661 -0.60147 -0.8862 0.2344 0.4528 -0.0159
C -1.57651 0.58568 1.22050 -0.6124 0.0039 -0.4142 -0.0072
C -1.46455 1.38520 0.03154 -0.7477 -0.7257 0.2705 -0.0061
C -1.83735 -0.76511 0.82639 -0.7226 0.6074 -0.2913 -0.0064
C -1.90682 1.04783 -2.47988 0.0930 0.1373 -0.5507 -0.0013
H -2.23408 0.26327 -3.17232 0.0212 0.2883 0.1817 0.0001
H -0.95906 1.45800 -2.85310 -0.3041 -0.0390 0.0448 -0.0005
H -2.63748 1.86739 -2.50811 0.0767 -0.2733 0.0114 -0.0008
C -0.98163 2.78039 -0.08342 0.0752 0.6006 -0.0771 0.0058
H -1.25548 3.20532 -1.05812 -0.0043 -0.0157 0.3655 -0.0001
H 0.11557 2.83282 -0.00414 -0.3109 0.0391 -0.0506 0.0016
H -1.38694 3.40202 0.72130 0.0285 -0.0142 -0.2012 0.0012
C -1.42951 1.04244 2.61885 0.3232 0.1991 0.7520 -0.0037
H -1.80624 2.06330 2.74244 -0.1287 -0.2610 -0.0519 -0.0001
H -0.36885 1.05289 2.90826 -0.4796 -0.0173 0.1370 -0.0033
H -1.95137 0.38029 3.31791 -0.0190 0.1803 -0.1850 0.0002
C -1.92459 -1.92129 1.75706 -0.0507 -0.4921 0.3477 0.0003
H -2.68124 -1.74346 2.52962 0.0245 -0.0444 -0.1968 -0.0005
H -0.97337 -2.08423 2.28338 -0.3268 0.0853 -0.0433 -0.0001
H -2.18018 -2.84573 1.22460 -0.0052 0.2591 0.1870 0.0001
C -2.43857 -1.97072 -1.39755 0.0019 -0.3390 -0.2252 -0.0007
H -3.50449 -2.18586 -1.21113 0.3660 0.1758 0.0194 -0.0009
H -1.88126 -2.87941 -1.13575 -0.2000 0.2210 -0.0774 -0.0006
H -2.32451 -1.80696 -2.47407 -0.0998 -0.0582 0.2330 0.0001
C 3.73702 -2.48656 -3.67297 -0.1448 0.2178 -1.0412 -0.0003
C 2.67305 -2.73991 -4.45687 1.0654 0.2546 -0.5207 -0.0005
C 2.13438 -4.09171 -4.82272 -0.1598 -0.3691 -0.2279 -0.0001
C 2.31551 -5.18976 -3.74347 0.0712 0.1102 -0.7836 0.0000
C 2.17591 -4.73280 -2.32323 0.5130 -0.4180 0.7196 -0.0003
C 3.20039 -4.45256 -1.49241 -0.3643 -0.8085 -0.3181 -0.0002
C 4.61209 -4.13432 -1.89218 0.5617 -0.1998 -0.0455 -0.0001
C 4.79769 -3.47266 -3.28545 0.2672 -0.4830 0.5413 0.0000
H 2.57572 -4.45588 -5.76909 -0.1015 0.2168 0.2958 0.0000
H 3.27822 -5.69366 -3.90588 -0.2628 0.1704 0.2466 0.0000
H 1.06092 -3.98850 -5.04989 0.2345 0.0688 0.0920 0.0000
H 4.92160 -4.25255 -4.05149 -0.2114 0.3478 0.1828 0.0000
H 3.97973 -1.44760 -3.41618 -0.0746 -0.3543 -0.4368 0.0000
H 2.23739 -1.91258 -5.03431 0.0023 -0.1891 0.5954 0.0000
H 5.75512 -2.92348 -3.25605 -0.3409 -0.2773 -0.0776 0.0000
H 5.04183 -3.46011 -1.13107 -0.1994 -0.1899 -0.1164 0.0000
H 3.07466 -4.53814 -0.40512 -0.2346 0.5129 -0.3799 0.0000
H 5.25057 -5.03769 -1.84321 -0.2612 0.3102 0.0049 0.0000
H 1.53988 -5.95479 -3.92082 0.3550 0.2287 0.0796 0.0000
H 1.15130 -4.77631 -1.94138 0.3700 -0.2572 0.1263 0.0000
P 1.57836 -0.12616 -1.94784 -0.6132 -0.1106 0.3009 -0.0129
C 2.80385 0.98769 -2.66440 0.2900 0.4037 0.0510 -0.0003
C 0.51294 -0.83790 -3.23036 -0.0295 -0.2690 -0.3556 0.0004
P 1.43162 -2.12018 0.43610 -0.2556 0.6265 -0.0702 -0.0078
C 2.35217 -1.60451 -1.12576 -0.3724 0.0794 0.2668 -0.0090
C 0.55437 -3.70230 0.36357 0.0387 -0.4292 -0.2329 -0.0015
C 2.68530 -2.31956 1.71623 0.1799 0.0172 0.3799 0.0007
H 3.14085 1.69133 -1.88508 -0.0584 -0.2604 -0.2439 -0.0001
H 2.32795 1.56053 -3.47571 0.1141 -0.1879 0.2871 0.0000
H 3.67500 0.45253 -3.07060 -0.3841 0.1660 0.1511 -0.0005
H 0.97072 -1.74018 -3.62821 -0.0611 0.1865 -0.0901 -0.0005
H 0.36712 -0.10280 -4.03117 -0.0151 -0.2415 0.1051 0.0003
H -0.46745 -1.12843 -2.83893 0.2889 0.2269 0.0303 0.0002
H 3.54235 -2.87898 1.32034 -0.2154 0.0628 0.0695 -0.0004
H 2.25024 -2.87453 2.55653 0.0936 0.0739 -0.1763 0.0000
H 3.02652 -1.34732 2.08814 -0.0406 -0.2114 -0.1728 -0.0014
H 3.40358 -1.39925 -0.87288 -0.3398 0.0244 0.0830 -0.0011
H 2.32590 -2.42323 -1.84885 0.0227 0.0839 0.1204 -0.0009
H 0.02212 -3.83979 1.31750 0.2752 0.1417 -0.2764 -0.0001
H 1.23824 -4.54234 0.21779 -0.2391 0.1024 0.0853 -0.0008
H -0.19147 -3.70228 -0.43904 0.2350 -0.0246 0.1708 0.0001
O 4.46382 4.74882 -0.01708 -0.3521 -0.9878 0.7813 -0.0036
S 4.27051 4.00869 1.20784 0.5811 1.4999 0.3992 -0.0006
O 5.38573 3.81547 2.10526 -1.1744 -0.3270 -0.9279 0.0000
N 3.47997 2.56689 0.88882 -1.3571 -1.3729 0.3907 -0.0193
C 2.31101 2.47283 1.48032 2.2761 0.9007 -1.3865 -0.0077
S 1.59443 0.86509 1.44845 -0.7954 -0.9836 -0.5429 -0.1536
C 1.86419 3.68914 2.18939 -0.2111 0.7686 0.3526 -0.0017
C 0.66591 4.02352 2.83668 0.2743 -0.3161 -0.2500 0.0004
C 0.50671 5.30714 3.36664 0.3347 -0.0382 -0.0795 -0.0001
C 1.55988 6.23165 3.31348 0.0426 -0.2439 -0.1555 0.0011
C 2.76371 5.90979 2.66878 -0.0880 -0.2826 0.0445 -0.0004
C 2.87800 4.65119 2.10122 -0.3754 0.3676 0.3987 0.0004
H -0.12029 3.27380 2.91844 0.1833 0.3575 0.0290 -0.0001
H -0.43795 5.59443 3.82940 0.3144 -0.1434 -0.0416 0.0000
H 1.44411 7.20468 3.78509 0.0023 -0.1641 -0.1655 0.0001
H 3.60822 6.59540 2.61201 -0.3206 -0.0122 0.0672 0.0000